C20H18F6N4OSSbTa | the ωB97M-V functional and the def2-TZVPD basis

```
! wB97M-V def2-TZVPD RIJCOSX def2/J DEFGRID3
* xyz 3 2
Ta -0.1740 0.0720 0.2424
C 1.9931 1.5819 4.9438
C 1.3477 2.2312 3.8993
C 0.5388 1.4983 3.0483
C 0.4072 0.1219 3.2534
C 1.0488 -0.5393 4.2968
C 1.8400 0.2084 5.1465
N -0.3652 -0.5706 2.2870
N -0.9423 -1.6468 2.5642
C -1.6344 -2.1815 1.4693
C -2.4820 -3.2472 1.7278
C -3.3106 -3.7136 0.7108
C -3.2819 -3.1055 -0.5347
C -2.3992 -2.0535 -0.7959
C -1.5434 -1.5684 0.1879
H 2.6184 2.1523 5.6179
H 1.4552 3.2990 3.7707
H -0.0404 2.0002 2.2770
H 0.9367 -1.6087 4.4144
H 2.3507 -0.2756 5.9676
H -2.5032 -3.6760 2.7218
H -3.9882 -4.5348 0.9016
H -3.9518 -3.4441 -1.3144
H -2.4123 -1.6023 -1.7798
F 1.4633 -1.1840 0.1262
Sb 3.3053 -0.0450 0.0458
F 4.2762 -1.5850 0.1638
F 4.4165 1.3978 -0.0293
F 2.8890 0.0551 1.8489
F 1.5977 1.1738 -0.1253
F 3.0039 -0.1659 -1.7849
N 0.4162 -2.6328 -2.0155
C 0.3014 -1.4883 -2.6244
N 0.0065 -0.2939 -2.0254
C 0.0845 0.7222 -2.9329
C -0.0404 2.1035 -2.6741
C 0.0805 2.9679 -3.7204
C 0.3244 2.5075 -5.0647
C 0.4731 1.1679 -5.3493
C 0.3680 0.2821 -4.2905
S 0.5698 -1.4128 -4.3482
H 0.2452 -2.7253 -1.0207
H 0.6705 -3.4734 -2.5223
H -0.1971 2.4787 -1.6740
H 0.0037 4.0335 -3.5475
H 0.4044 3.2371 -5.8610
H 0.6774 0.8255 -6.3553
C -2.2233 2.6033 0.1467
O -1.3154 1.4724 0.1874
H -1.6348 3.5162 0.1892
H -2.8797 2.5245 1.0088
H -2.7946 2.5399 -0.7752
*
```

Calculated values
Gap between HOMO and LUMO (alpha / beta), eV: 6.30 / 4.46
HOMO energy (alpha / beta), eV: -17.33 / -17.33

C20H18F6O5SbTeV | the ωB97M-V functional and the def2-TZVPD basis

```
! wB97M-V def2-TZVPD RIJCOSX def2/J DEFGRID3
* xyz 3 2
V -0.9192 -0.1925 0.2490
O -0.0240 -1.5455 -2.8360
C -0.3007 -1.8293 -1.7399
O -1.4332 -1.1476 -1.0528
C 0.3842 -2.7793 -0.7768
C -0.5712 -3.1834 0.3485
C 0.0178 -4.2527 1.2492
C 1.0719 -3.4740 2.0717
C 0.9807 -2.0860 1.4792
O -0.4987 -1.9523 1.2070
C 1.5462 -2.0655 0.0473
C 1.8475 -0.6424 -0.3376
O 2.8916 -0.1762 -0.5948
O 0.6787 0.1681 -0.3135
H 0.7658 -3.6116 -1.3633
H -1.5982 -3.3530 0.0466
H -0.7526 -4.6731 1.8900
H 0.4436 -5.0634 0.6601
H 0.8241 -3.4561 3.1299
H 2.0793 -3.8724 1.9706
H 1.3016 -1.2789 2.1323
H 2.4809 -2.6136 -0.0338
F -1.1491 0.5125 1.8384
Sb -0.6381 3.0902 1.5601
F -0.7287 4.7621 0.8704
F 1.0058 2.3106 1.6289
F -0.8057 2.2357 -0.1892
F -0.6923 3.1639 3.3781
F -2.4727 2.7434 1.5595
Te -3.5104 1.3053 -0.9210
C -3.4952 0.8138 -2.8865
C -3.9917 -0.3435 -3.5304
C -4.0301 -0.3678 -4.8947
C -3.5588 0.7452 -5.6465
C -3.0593 1.8902 -5.0192
C -2.9974 1.9234 -3.6509
C -4.8452 0.1450 0.0915
C -5.5214 -1.0207 -0.3465
C -6.5917 -1.4650 0.3734
C -6.9907 -0.7862 1.5631
C -6.3164 0.3550 2.0144
C -5.2319 0.8082 1.3122
H -4.3316 -1.1995 -2.9718
H -4.4201 -1.2325 -5.4151
H -3.5710 0.6917 -6.7286
H -2.7162 2.7314 -5.6059
H -2.5796 2.7930 -3.1549
H -5.2226 -1.5460 -1.2384
H -7.1485 -2.3330 0.0447
H -7.8195 -1.1803 2.1395
H -6.6381 0.8626 2.9138
H -4.6832 1.6755 1.6654
*
```

Calculated values
Gap between HOMO and LUMO (alpha / beta), eV: 5.54 / 5.60
HOMO energy (alpha / beta), eV: -18.88 / -19.03

C20H18KN7S2 | the ωB97M-V functional and the def2-TZVPD basis

```
! wB97M-V def2-TZVPD RIJCOSX def2/J DEFGRID3
* xyz -2 1
K 1.3930 -1.3554 0.7321
C -1.6909 -2.4674 -0.2726
C -1.1068 -2.5264 -1.5309
C -1.1844 -1.4319 -2.3845
C -1.8150 -0.2684 -1.9682
C -2.3826 -0.2005 -0.7039
C -2.3368 -1.3049 0.1342
H -1.5724 -3.3009 0.4089
H -0.5442 -3.4059 -1.8201
H -0.6960 -1.4663 -3.3513
H -1.8057 0.6137 -2.5934
H -2.7903 0.7384 -0.3556
H -2.7448 -1.2368 1.1354
S 0.4350 1.5389 1.5109
C 0.8919 3.1173 0.9288
C 1.9022 3.8061 1.6149
C 2.3439 5.0783 1.2680
C 3.3803 5.7068 2.0314
N 4.2181 6.2051 2.6466
C 1.7508 5.7159 0.1669
C 0.7550 5.0527 -0.5345
C 0.2951 3.7611 -0.2142
S -0.8982 3.0228 -1.2220
C 2.1569 7.0276 -0.2474
N 2.4842 8.0769 -0.5942
H 2.3543 3.3098 2.4640
H 0.2951 5.5454 -1.3829
C 3.9043 3.6843 -4.8230
C 3.3858 3.9668 -3.4172
C 4.5067 3.9668 -2.3849
C 2.2391 3.0641 -2.9826
N 2.6541 1.7137 -2.6170
C 2.3841 1.0431 -1.4965
N 2.9027 -0.1637 -1.5942
N 3.4923 -0.2091 -2.8074
N 3.3525 0.9076 -3.4251
H 4.6492 4.4311 -5.1079
H 3.0938 3.7211 -5.5542
H 4.3650 2.6980 -4.8826
H 2.9356 4.9675 -3.4221
H 5.0061 2.9954 -2.3516
H 4.1236 4.1845 -1.3854
H 5.2566 4.7207 -2.6298
H 1.4447 2.9921 -3.7259
H 1.7794 3.4706 -2.0867
H 1.8052 1.4314 -0.6673
N 2.5511 -3.4049 1.5639
C 1.4948 -3.8684 1.3978
*
```

Calculated values
Gap between HOMO and LUMO, eV: 5.77
HOMO energy, eV: -1.45

C20H18MnN2O6S4Se | the ωB97M-V functional and the def2-TZVPD basis

```
! wB97M-V def2-TZVPD RIJCOSX def2/J DEFGRID3
* xyz 0 4
Mn -0.2355 0.5134 0.8352
S 1.9698 0.3016 1.5180
C 2.2552 1.6848 0.5118
S 0.9845 1.7843 -0.6721
C 3.2622 2.5734 0.6568
C 4.2335 2.4214 1.7033
N 5.0089 2.2794 2.5400
C 3.3555 3.7123 -0.2136
N 3.4347 4.6160 -0.9198
O -1.8863 0.7533 -0.2308
S -3.3958 0.6139 0.0695
C -3.9743 -0.2089 -1.4082
C -3.7084 -1.7132 -1.3771
C -2.2220 -2.0988 -1.3818
C -1.5724 -2.1371 0.0055
S 1.0216 -2.4678 -0.4040
O -0.2733 -1.4730 0.0099
C 0.9763 -2.4842 -2.1702
C 1.0404 -1.3136 -2.9229
C 0.9890 -1.3878 -4.3054
C 0.9122 -2.6245 -4.9385
C 0.8834 -3.7890 -4.1869
C 0.9002 -3.7223 -2.7999
C -4.0427 2.2377 -0.1899
C -5.1471 2.6198 0.5561
C -5.6437 3.9039 0.3947
C -5.0230 4.7812 -0.4844
C -3.9069 4.3845 -1.2112
C -3.4027 3.1025 -1.0650
H -3.4807 0.2849 -2.2488
H -5.0448 0.0062 -1.4450
H -4.1852 -2.1361 -2.2621
H -4.2135 -2.1553 -0.5130
H -1.6678 -1.3879 -1.9969
H -2.1066 -3.0735 -1.8564
H -1.4038 -3.1581 0.3411
H -2.1579 -1.6339 0.7727
H 1.1323 -0.3580 -2.4253
H 1.0335 -0.4783 -4.8909
H 0.8808 -2.6784 -6.0189
H 0.8295 -4.7521 -4.6774
H 0.8541 -4.6273 -2.2068
H -5.5886 1.9354 1.2706
H -6.4983 4.2259 0.9740
H -5.3991 5.7903 -0.5889
H -3.4194 5.0780 -1.8834
H -2.5140 2.7882 -1.5968
O -0.9247 1.5013 4.5480
Se -1.4304 1.3036 3.0470
O -0.4238 2.0604 1.8652
O -1.0554 -0.2363 2.3793
O -2.9709 1.6493 2.7214
*
```

Calculated values
Gap between HOMO and LUMO (alpha / beta), eV: 6.05 / 7.87
HOMO energy (alpha / beta), eV: -8.74 / -8.85

Quick rundown of energy relative to the best compared isomer or geometry (same formula, charge and spin), same order as above: 0.000, 0.000, 0.000, 0.386 eV